Molecular formula: C24H30BrN4O2
Method: DFT, ωB97M-V/def2-TZVPD

Calculated values
LUMO level (eV): -2.957
HOMO (eV): -10.874

```
! wB97M-V def2-TZVPD RIJCOSX def2/J DEFGRID3
* xyz 1 1
C -1.7672 5.6965 3.3347
C -0.5567 5.7584 3.9286
C 0.5834 4.7053 3.8098
N 0.5643 3.9277 2.5542
C 1.0289 4.5210 1.3798
C 0.8589 3.4891 0.3900
Br 1.3716 3.7148 -1.4523
N 0.3004 2.3976 1.0574
C -0.0225 1.1718 0.2884
C 0.5220 -0.1765 0.9063
C -0.5771 -1.1018 1.5487
N -1.8309 -0.6258 2.0622
O -0.3431 -2.2892 1.6232
C 0.1251 2.6427 2.4051
N -0.3796 1.7005 3.3305
C -1.3834 2.2668 4.2785
C 0.6803 0.9600 3.9973
C 0.3253 -0.4526 4.5978
O 1.8208 1.3333 4.0888
H -2.5925 6.3397 3.7327
H -2.0324 5.0629 2.4567
H -0.3507 6.6266 4.6054
H 1.5500 5.2831 3.8096
H 0.6129 4.0308 4.7025
H 1.4619 5.5235 1.2064
H 0.3365 1.2321 -0.7684
H -1.1438 1.1170 0.2203
H 1.3602 -0.0059 1.6346
H 0.9622 -0.7758 0.0634
H -2.3792 -1.4791 2.2338
H -2.3592 -0.0969 1.3646
H -0.9154 2.4577 5.2837
H -2.1564 1.4619 4.4409
H -1.9387 3.1472 3.8824
H -0.7703 -0.6578 4.4427
H 0.8532 -1.2606 4.0191
H 0.5709 -0.5182 5.6854
C 1.7056 -3.0501 -2.5112
C 2.7475 -3.7710 -3.0818
C 3.3852 -4.7660 -2.3515
C 2.9745 -5.0468 -1.0533
C 1.9303 -4.3285 -0.4842
C 1.2988 -3.3276 -1.2112
H 1.2097 -2.2710 -3.0802
H 3.0632 -3.5565 -4.0964
H 4.2018 -5.3238 -2.7939
H 3.4688 -5.8262 -0.4858
H 1.6086 -4.5481 0.5273
H 0.4879 -2.7644 -0.7645
C -1.3607 -2.2043 -4.9786
C -2.4467 -1.5201 -5.5110
C -2.7894 -1.6910 -6.8464
C -2.0515 -2.5539 -7.6475
C -0.9678 -3.2409 -7.1144
C -0.6191 -3.0634 -5.7814
H -1.0915 -2.0682 -3.9370
H -3.0268 -0.8521 -4.8843
H -3.6323 -1.1525 -7.2631
H -2.3217 -2.6909 -8.6878
H -0.3937 -3.9151 -7.7392
H 0.2297 -3.5955 -5.3672
*
```

Just the natural (NBO) charges please, in e? Sure, here they are: number 1, C, carries -0.397; number 2, C, carries -0.211; number 3, C, carries -0.262; number 4, N, carries -0.301; number 5, C, carries -0.065; number 6, C, carries 0.075; number 7, Br, carries 0.187; number 8, N, carries -0.342; number 9, C, carries -0.228; number 10, C, carries -0.536; number 11, C, carries 0.687; number 12, N, carries -0.861; number 13, O, carries -0.561; number 14, C, carries 0.598; number 15, N, carries -0.518; number 16, C, carries -0.437; number 17, C, carries 0.725; number 18, C, carries -0.739; number 19, O, carries -0.528; number 20, H, carries 0.236; number 21, H, carries 0.200; number 22, H, carries 0.239; number 23, H, carries 0.244; number 24, H, carries 0.252; number 25, H, carries 0.280; number 26, H, carries 0.260; number 27, H, carries 0.216; number 28, H, carries 0.261; number 29, H, carries 0.279; number 30, H, carries 0.405; number 31, H, carries 0.378; number 32, H, carries 0.211; number 33, H, carries 0.240; number 34, H, carries 0.244; number 35, H, carries 0.235; number 36, H, carries 0.271; number 37, H, carries 0.263; number 38, C, carries -0.162; number 39, C, carries -0.236; number 40, C, carries -0.204; number 41, C, carries -0.210; number 42, C, carries -0.199; number 43, C, carries -0.255; number 44, H, carries 0.194; number 45, H, carries 0.216; number 46, H, carries 0.219; number 47, H, carries 0.218; number 48, H, carries 0.220; number 49, H, carries 0.202; number 50, C, carries -0.224; number 51, C, carries -0.217; number 52, C, carries -0.210; number 53, C, carries -0.205; number 54, C, carries -0.211; number 55, C, carries -0.204; number 56, H, carries 0.200; number 57, H, carries 0.206; number 58, H, carries 0.216; number 59, H, carries 0.218; number 60, H, carries 0.218; number 61, H, carries 0.214